Computed, not measured: a molecular structure, C2H5IN2O, with the ωB97M-V functional and the def2-TZVPD basis.

LUMO energy ... -0.17 eV
HOMO-LUMO gap ... 8.64 eV
ΔE to the lowest compared entry with this formula, charge and spin ... 5.88 kcal per mole
E ... -561.6205 Eh

Atoms and positions in Å:
C -0.3773 -0.1699 1.0344
C 0.7908 -0.2074 -1.0041
N -1.5677 -0.1088 1.5682
N -0.4916 -0.0965 -0.4348
O 0.7252 -0.4491 1.4660
I -1.7092 1.1182 -1.4473
H 0.9091 0.3574 -1.8666
H 1.6004 -0.0867 -0.3581
H 0.9903 -1.2912 -1.1806
H -2.2817 0.1108 0.9225
H -1.6591 -0.2440 2.5181

Cartesian forces (eV/Å) of the 6 atoms listed first:
C 1.732 -0.715 -3.337
C 0.963 -3.154 -0.933
N -0.079 0.375 -0.100
N 0.152 0.229 2.157
O -1.184 0.273 1.144
I -0.608 0.459 -0.041

Computed, not measured: 2 unconnected molecules or ions with the total composition C2H5IN2O, with the ωB97M-V functional and the def2-TZVPD basis.

LUMO energy ... 0.23 eV
HOMO-LUMO gap ... 8.02 eV
ΔE to the lowest compared entry with this formula, charge and spin ... 69.46 kcal per mole
E ... -561.5192 Eh

Atoms and positions in Å:
C -1.0709 2.0507 0.0818
C 0.1061 -1.0834 -0.7334
N 1.3458 -1.2817 1.2907
N 0.3776 -1.0115 0.5432
O -1.3567 1.0889 0.7167
I 1.5643 -1.8185 -2.0909
H -0.0739 2.2422 -0.1122
H -1.8529 2.7632 -0.3796
H -0.9135 -0.7480 -1.1046
H 2.1269 -1.7347 0.7133
H -0.2527 -0.4673 1.0750

Cartesian forces (eV/Å) of the 6 atoms listed first:
C -2.459 1.029 -0.818
C -0.950 -0.031 -1.588
N 3.486 -1.563 0.267
N -0.175 0.360 -1.292
O -1.063 -0.724 0.859
I -0.813 0.306 0.758

Computed, not measured: a molecular structure, C2H5IN2O, with the ωB97M-V functional and the def2-TZVPD basis.

LUMO energy ... 0.23 eV
HOMO-LUMO gap ... 9.23 eV
ΔE to the lowest compared entry with this formula, charge and spin ... 64.09 kcal per mole
E ... -561.5278 Eh

Atoms and positions in Å:
C 0.7793 -0.9013 0.4262
C -0.8553 0.3914 -0.9569
N 0.5553 0.5236 0.8481
N 0.0116 1.1601 -0.2515
O -0.1039 -1.2971 -0.5381
I -2.7399 -0.0045 0.0707
H 1.8600 -0.7554 0.1767
H 0.7866 -1.6447 1.3698
H -1.0902 0.2743 -2.0588
H 0.0619 0.7107 1.7034
H 0.7346 1.5429 -0.7896

Cartesian forces (eV/Å) of the 6 atoms listed first:
C 1.323 -0.766 2.234
C -0.843 -4.095 0.907
N -0.133 -0.380 0.662
N -1.024 0.296 -0.454
O -0.456 2.416 -0.602
I 0.491 0.332 -0.374

Computed, not measured: 2 unconnected molecules or ions with the total composition C2H5IN2S, with the ωB97M-V functional and the def2-TZVPD basis.

LUMO energy ... -1.40 eV
HOMO-LUMO gap ... 7.50 eV
ΔE to the lowest compared entry with this formula, charge and spin ... 53.41 kcal per mole
E ... -884.4661 Eh
SMILES ... C=C1NN1.SI

Atoms and positions in Å:
C -1.0219 -0.2782 -1.1756
C 0.0812 0.4261 -0.8736
N 0.7166 1.6249 -0.5052
N 1.4558 0.4530 -0.9967
H -0.9831 -1.3443 -1.1464
H -1.9606 0.1647 -0.8454
H 0.8256 2.3847 -1.2667
H 1.8859 -0.0137 -0.2261
S -0.8266 -0.2462 2.2583
I 1.2181 -1.6505 2.5396
H -1.3911 -1.5206 2.2379

Cartesian forces (eV/Å) of the 6 atoms listed first:
C 0.622 1.583 1.904
C -0.662 -0.068 -1.751
N -0.387 1.812 -0.837
N 0.257 -0.884 -0.735
H 0.223 -0.537 -0.620
H 0.058 -0.003 -0.472

Computed, not measured: a molecular structure, C2H5IN3O2, with the ωB97M-V functional and the def2-TZVPD basis.

LUMO energy ... -4.72 eV
HOMO-LUMO gap ... 9.07 eV
Total charge ... +1
ΔE to the lowest compared entry with this formula, charge and spin ... 6.98 kcal per mole
E ... -691.2786 Eh

Atoms and positions in Å:
C -0.5647 0.4076 0.2283
C 0.8061 0.2888 -0.2824
N -1.0401 -0.5347 1.0148
N -1.2653 1.4835 -0.0541
N 1.4817 -1.5482 -0.5117
O 1.0881 -2.2576 0.3367
O 2.1598 -1.6042 -1.4501
I 1.3566 1.2486 -2.0788
H 1.5243 0.5132 0.5080
H -0.5193 -1.3867 1.1919
H -1.9705 -0.4635 1.4011
H -0.8693 2.2155 -0.6315
H -2.1875 1.6376 0.3278

Cartesian forces (eV/Å) of the 6 atoms listed first:
C -0.347 -0.220 0.112
C 2.007 -1.453 -0.752
N -0.174 0.024 0.018
N -0.096 0.139 -0.042
N -2.073 4.185 0.001
O 0.128 -1.625 0.780

Computed, not measured: 2 unconnected molecules or ions with the total composition C2H5IOS, with the ωB97M-V functional and the def2-TZVPD basis.

LUMO energy ... -0.35 eV
HOMO-LUMO gap ... 8.32 eV
ΔE to the lowest compared entry with this formula, charge and spin ... 43.54 kcal per mole
E ... -850.2467 Eh
SMILES ... C=C.OSI

Atoms and positions in Å:
C 0.0224 1.5040 -1.7476
C -0.1898 0.1923 -1.6348
H 0.7356 2.1402 -1.1034
H -0.3204 2.1847 -2.5191
H -0.7403 -0.4276 -2.3201
H 0.2092 -0.4813 -0.9365
O -0.0669 -2.2002 2.1493
S -0.1729 -0.6499 1.7889
I 1.0727 0.4057 3.5016
H -0.5495 -2.6679 2.8217

Cartesian forces (eV/Å) of the 6 atoms listed first:
C 1.597 0.983 0.959
C -0.182 0.793 -1.068
H -1.151 -1.617 -0.423
H -0.574 -0.662 -0.315
H -0.642 0.555 -0.678
H 0.962 -0.037 1.387

Computed, not measured: a molecular structure, C2H5LiO2Pt, with the ωB97M-V functional and the def2-TZVPD basis.

LUMO energy (alpha / beta) ... -4.90 / -6.85 eV
<S²> ... 3.7617
HOMO-LUMO gap (alpha / beta) ... 6.39 / 7.56 eV
Total charge ... +1
2S+1 ... 4
E ... -356.0457 Eh

Atoms and positions in Å:
O -0.8039 -1.1448 1.7885
C -0.1375 -1.1106 0.6311
C -0.2145 -0.2088 -0.3501
Li -1.7502 -2.6730 2.1544
Pt -1.0153 0.3430 2.6652
H -0.0678 -0.8384 -1.2840
H 0.3928 -2.0057 0.1676
H -0.7155 0.7450 -0.1794
H 1.3289 1.1127 0.6003
O 1.7203 1.9032 0.9958
H 1.8114 2.5801 0.3192

Cartesian forces (eV/Å) of the 6 atoms listed first:
O 1.396 -7.609 -3.598
C 1.035 -2.047 -3.544
C -0.914 -1.102 -0.130
Li -0.101 -0.245 0.079
Pt -1.210 8.588 5.436
H 0.457 2.327 0.520

Computed, not measured: C2H5N in the gas phase, with the ωB97M-V functional and the def2-TZVPD basis.

LUMO energy ... 1.26 eV
HOMO-LUMO gap ... 10.63 eV
ΔE to the lowest compared entry with this formula, charge and spin ... 40.98 kcal per mole
E ... -133.8681 Eh
SMILES ... C1CN1

Atoms and positions in Å:
C -0.3629 0.4699 -0.6143
C 0.6028 0.2610 0.5659
N -0.1920 -0.8183 -0.0133
H -1.4462 0.7285 -0.7448
H 0.1575 0.6853 -1.5286
H 0.5173 0.8420 1.5265
H 1.7335 0.0407 0.6187
H -1.0573 -0.9539 0.5124

Cartesian forces (eV/Å) of the 6 atoms listed first:
C 0.691 0.398 -0.858
C 0.746 0.994 1.582
N -0.217 -0.865 0.941
H 1.218 0.846 1.179
H 0.111 -0.487 -0.621
H -1.298 -1.098 -0.725